# C32H85N7O9

7 unconnected molecules or ions with the total composition C32H85N7O9 in a non-equilibrium geometry (the ωB97M-V functional and the def2-TZVPD basis, OMol25).

Structure (XYZ):
```
133
C32H85N7O9 | OMol25 | the ωB97M-V functional and the def2-TZVPD basis
C -1.506 13.027 4.469
O -1.265 13.812 5.595
C -0.268 14.815 5.531
C 1.059 14.347 4.915
C 1.712 13.192 5.695
N 1.876 15.551 4.803
H -2.408 12.447 4.680
H -0.730 12.249 4.375
H -1.565 13.577 3.524
H -0.623 15.690 4.977
H -0.148 15.211 6.542
H 0.822 13.961 3.923
H 2.726 12.979 5.357
H 1.103 12.288 5.671
H 1.781 13.484 6.747
H 2.535 15.689 5.566
H 2.543 15.436 4.040
C -3.143 5.176 5.042
O -4.105 5.009 4.033
C -3.680 4.362 2.850
C -2.420 4.990 2.215
C -2.444 6.488 1.943
N -2.160 4.242 0.962
H -2.915 4.162 5.412
H -3.487 5.663 5.950
H -2.183 5.596 4.740
H -3.487 3.320 3.114
H -4.493 4.479 2.132
H -1.626 4.620 2.872
H -1.626 6.757 1.272
H -2.398 7.130 2.825
H -3.344 6.764 1.381
H -1.294 4.512 0.524
H -2.955 4.457 0.366
C -5.100 4.787 8.119
O -5.361 6.075 8.642
C -6.656 6.179 9.239
C -6.715 7.333 10.201
C -6.157 8.628 9.598
N -5.810 7.098 11.364
H -5.421 4.828 7.067
H -5.575 3.940 8.615
H -4.015 4.664 8.081
H -7.297 6.417 8.377
H -7.020 5.279 9.740
H -7.688 7.400 10.686
H -6.049 9.463 10.283
H -6.899 8.984 8.868
H -5.220 8.433 9.080
H -6.061 6.245 11.876
H -4.867 6.796 11.113
C -1.205 12.563 8.306
O -2.341 11.910 7.849
C -3.503 12.690 7.720
C -4.168 13.162 9.036
C -4.665 12.014 9.886
N -5.266 14.111 8.881
H -0.258 12.116 7.988
H -1.060 12.447 9.397
H -1.086 13.639 8.163
H -3.374 13.544 7.040
H -4.174 12.074 7.112
H -3.387 13.626 9.647
H -5.401 11.416 9.340
H -5.137 12.334 10.814
H -3.881 11.298 10.147
H -4.918 14.929 8.392
H -6.037 13.707 8.359
C -10.297 12.081 8.203
O -9.409 11.028 7.963
C -8.980 10.833 6.640
C -7.868 11.795 6.145
C -7.291 11.246 4.836
N -6.806 11.963 7.133
H -10.277 12.239 9.285
H -11.347 11.887 7.955
H -9.940 13.000 7.723
H -8.754 9.780 6.474
H -9.852 11.043 5.997
H -8.332 12.761 5.951
H -6.430 11.884 4.608
H -7.964 11.458 4.005
H -6.938 10.221 4.876
H -6.136 11.200 7.145
H -7.206 11.957 8.068
C 0.865 9.837 11.089
O 0.516 8.743 10.246
C 1.533 7.760 10.172
C 1.193 6.857 9.013
N 1.147 7.620 7.746
C 0.671 6.781 6.650
C 1.092 7.246 5.259
O 2.351 6.676 4.929
C 3.057 7.436 3.963
H 0.118 10.606 10.892
H 1.795 10.322 10.775
H 0.883 9.473 12.117
H 1.404 7.200 11.119
H 2.572 8.107 10.176
H 0.196 6.418 9.170
H 1.871 6.001 8.960
H 0.413 8.274 8.005
H -0.423 6.861 6.611
H 0.948 5.735 6.781
H 1.171 8.340 5.257
H 0.350 6.995 4.492
H 4.046 6.985 3.942
H 3.160 8.491 4.239
H 2.526 7.402 3.007
C -1.867 9.450 4.818
O -2.196 8.371 5.684
C -3.457 8.553 6.312
C -4.628 8.791 5.350
N -4.522 7.915 4.173
C -5.610 8.070 3.198
C -5.254 9.212 2.269
O -5.774 8.925 0.964
C -5.507 9.944 0.043
H -2.369 9.508 3.854
H -0.782 9.436 4.729
H -2.068 10.360 5.399
H -3.324 9.418 6.978
H -3.604 7.724 7.006
H -4.583 9.856 5.118
H -5.556 8.545 5.882
H -4.409 6.959 4.490
H -6.603 8.121 3.658
H -5.542 7.102 2.693
H -4.169 9.225 2.165
H -5.632 10.162 2.656
H -4.970 9.550 -0.837
H -4.810 10.724 0.354
H -6.395 10.323 -0.468
```

Its molar mass is 712.1 Da. For the HOMO energy, the calculation gives -8.611 eV. The total energy comes out at -2330.4004 Eh. As for the charge: 0. Its energy above the lowest of the compared OMol25 structures with the same formula, charge and spin is 171.0 kJ/mol. The value obtained for the LUMO energy is 0.561 eV. As for the SMILES: COC[C@H](C)N.COC[C@H](C)N.COC[C@H](C)N.COC[C@H](C)N.COC[C@H](C)N.COCCNCCOC.COCCNCCOC.